# 1
Density functional theory data (ωB97M-V/def2-TZVPD) for a cluster of 3 separate species, C16H37NO14P2 in total.

Geometry as XYZ:
```
70
Properties=species:S:1:pos:R:3:forces:R:3
H -6.8273 -3.1709 4.0391 -0.086 0.012 0.035
P 0.7109 0.3233 1.6362 1.464 7.736 5.309
O 2.6098 1.7058 -7.5335 1.389 -3.128 8.779
H -0.4190 -0.6957 4.6720 -0.069 -0.064 0.020
H 5.4718 -0.2972 -5.0850 0.211 1.369 1.745
H 1.8595 0.7306 4.3012 -0.130 0.051 -0.154
O 2.2933 0.0042 -5.7436 0.086 3.627 -0.264
C -1.6760 0.2472 0.4626 -0.846 -0.374 0.008
H -1.3575 -0.7298 0.0820 -0.381 0.130 -0.069
O -4.8648 -2.8281 4.5828 -0.942 -0.027 2.860
C 5.5236 0.3412 -4.0996 -0.552 0.349 0.125
H 7.3249 -1.8360 -2.1810 -1.436 1.781 -0.757
C -0.7201 -0.7211 3.6250 -0.752 -0.313 0.344
O -0.2041 -0.2883 -2.1380 -1.851 2.418 -1.915
N 3.5198 2.2940 -5.3275 -4.385 -2.235 -0.014
O 4.8379 2.3689 -5.5860 3.551 -0.104 1.446
C -5.1595 1.4575 5.7188 -1.114 0.449 -0.035
P -4.9232 -1.3225 5.4329 4.554 4.711 -6.779
H 4.5255 0.1216 -3.4910 2.114 0.366 -1.122
H -1.3593 -1.7677 -3.1857 2.362 0.821 -0.134
H -6.2037 1.7674 5.8707 0.212 0.136 -0.277
O 1.9746 -0.4175 2.5566 -0.260 -1.717 -2.854
H -6.3770 -3.6936 5.6928 -0.143 -0.274 -0.225
H 3.3407 -0.2313 4.0529 -0.174 0.037 -0.400
O 1.5414 1.6053 1.5229 -0.212 -1.424 -1.303
C -1.0976 0.8613 -2.3834 -4.659 0.695 -1.974
C 5.7900 -0.6189 -0.9555 -0.271 0.430 -0.413
H 0.2323 2.3189 -1.2301 -1.472 0.290 -2.100
H 0.4522 2.4877 -3.0967 -2.099 -0.304 1.658
H -4.8940 1.5053 4.6648 0.024 -0.193 -0.044
C -0.2771 -1.2876 -3.2153 -0.213 -1.332 -0.858
H 0.7172 1.3811 -5.3122 0.871 -2.062 1.134
H 5.5905 -1.8037 -2.9203 1.737 1.234 1.069
H 5.2722 2.5198 -3.4082 0.498 -0.843 -2.053
O -0.2379 0.4462 2.9894 0.019 -0.668 -1.069
H -7.9412 -1.0304 3.9760 0.174 0.142 0.246
H 4.6678 -1.0135 -0.8782 2.464 1.128 0.048
H -4.5443 2.1702 6.2823 0.051 -0.445 0.041
C -0.0264 -0.6971 -4.7278 -0.312 -0.064 0.070
H -0.3304 -1.6288 3.1595 0.023 -0.086 0.118
O 6.7282 -0.0184 -3.3107 -2.025 -0.930 0.283
H 5.8437 0.5681 -0.9661 -0.361 -2.548 0.103
H 0.1973 -1.6115 -5.4377 -0.502 1.880 1.410
O -2.3913 0.7706 -2.7381 8.274 -0.134 2.129
H 6.3901 -0.9811 -0.0159 -1.119 0.565 -1.970
O -4.9815 0.1831 6.2831 -0.333 -2.526 2.235
H 0.5624 -2.0994 -2.9714 -1.953 1.895 -0.315
H -1.1805 3.2224 -2.2656 1.626 -2.004 -0.046
H -1.8200 -0.7315 3.5852 0.465 -0.085 0.042
O -5.9227 -0.7249 4.2539 -0.427 -0.746 0.761
C 6.4107 -1.1320 -2.3904 -0.940 -1.096 0.456
H -2.2679 0.1189 1.3710 -0.002 -0.065 0.063
H -7.4373 0.6437 4.2737 -0.062 0.014 0.041
H 6.7590 2.2153 -4.5848 -2.660 -0.429 0.212
H -5.8214 -4.6090 4.2660 0.061 0.186 0.120
C -0.3786 2.3651 -2.2518 0.787 -1.481 0.772
H -7.4770 -0.5124 5.6257 -0.124 0.109 -0.019
H 1.6011 0.6776 -3.7632 -0.752 -0.817 -2.214
H 1.8550 -1.0587 4.4929 0.035 0.351 0.150
H -1.0541 -0.1846 -5.0534 2.441 -1.100 0.545
O -3.4772 -1.0350 5.0177 -0.842 -1.052 1.452
C -6.0387 -3.6092 4.6538 -0.503 -0.535 -0.059
C -7.2619 -0.3925 4.5618 -0.559 0.019 -0.317
O -0.5528 1.0642 0.7157 1.000 -2.641 -0.882
C 2.2520 -0.2091 3.9182 -0.473 -0.795 0.741
H 3.3377 2.0949 -4.3183 0.190 -0.095 -1.141
C 5.6158 1.9605 -4.3872 1.257 -1.089 0.278
H -2.3057 0.7355 -0.2873 0.165 -0.120 0.221
C 1.1937 0.3911 -4.8469 -1.517 1.402 0.857
C 2.8063 1.3203 -6.2516 -0.596 1.613 -6.155
```
Positions in Å, forces in eV/Å.

Properties
HOMO (Ha): -0.3402
HOMO-LUMO gap (Ha): 0.221
Strongest force on any atom (eV/Å): 9.5

Listed below, in e, are the natural (NBO) charges computed for each atom:
1. H 0.17
2. P 2.21
3. O -0.52
4. H 0.19
5. H 0.20
6. H 0.20
7. O -0.55
8. C -0.29
9. H 0.18
10. O -0.65
11. C -0.11
12. H 0.20
13. C -0.27
14. O -0.58
15. N -0.37
16. O -0.36
17. C -0.25
18. P 2.22
19. H 0.17
20. H 0.21
21. H 0.17
22. O -0.74
23. H 0.17
24. H 0.20
25. O -0.91
26. C 0.81
27. C -0.67
28. H 0.29
29. H 0.24
30. H 0.20
31. C -0.09
32. H 0.20
33. H 0.17
34. H 0.18
35. O -0.79
36. H 0.19
37. H 0.22
38. H 0.21
39. C -0.47
40. H 0.16
41. O -0.56
42. H 0.23
43. H 0.25
44. O -0.60
45. H 0.23
46. O -0.74
47. H 0.21
48. H 0.26
49. H 0.22
50. O -0.79
51. C -0.08
52. H 0.18
53. H 0.19
54. H 0.23
55. H 0.20
56. C -0.74
57. H 0.18
58. H 0.18
59. H 0.18
60. H 0.24
61. O -0.93
62. C -0.27
63. C -0.26
64. O -0.67
65. C -0.24
66. H 0.35
67. C -0.12
68. H 0.21
69. C -0.11
70. C 0.85


# 2
Density functional theory data (ωB97M-V/def2-TZVPD) for the molecule C20H25N3O2.

Geometry as XYZ:
```
50
Properties=species:S:1:pos:R:3:forces:R:3
C 1.1059 1.2162 -0.1939 -0.123 -0.933 0.071
H 3.9153 -2.6237 -1.5808 0.102 -0.015 -0.020
H 0.4853 -2.8513 0.9756 -0.024 -0.045 -0.041
H 4.9204 3.4652 0.4833 0.132 -0.105 0.038
H -4.2626 0.8023 -1.5693 0.075 -0.120 0.035
H -3.4412 -0.5243 -0.7539 -0.177 0.151 -0.069
C -4.1585 1.0192 0.5750 0.298 -0.007 -0.063
H -2.2776 3.1800 -0.3554 -0.009 0.085 -0.011
C 2.6951 -4.1770 0.4089 -0.063 0.459 -0.053
H -4.3241 2.0976 0.5350 -0.104 0.027 -0.030
C 0.4963 -1.0917 -0.1995 -0.182 0.240 0.040
H -4.3024 -1.1132 2.3797 -0.099 -0.088 0.029
C 2.0147 2.3378 -0.0733 -0.510 1.210 -0.210
C -3.2785 0.6915 1.7820 -0.192 -0.062 -0.045
H 3.5645 -0.2247 -0.3188 -0.062 -0.074 0.179
C -1.0911 0.6722 -0.7113 0.382 -0.229 -0.117
H 3.1068 5.4208 -0.0727 0.107 0.199 0.009
H -3.2914 2.8546 -1.7846 -0.058 -0.027 0.016
H -2.6645 -0.9664 3.0173 0.044 -0.103 0.072
C 2.3478 -2.7790 -0.1024 -0.212 -0.488 -0.209
C -3.5628 0.5554 -0.7636 -0.434 -0.169 0.282
N -2.2985 1.1859 -1.0666 -0.044 0.066 -0.168
H 0.3103 -3.1516 -0.7542 0.011 -0.006 0.043
C 1.7361 3.6752 -0.2403 0.047 -0.822 0.077
H -2.9174 -1.4031 1.3311 0.011 -0.137 -0.040
H 2.4563 -3.4433 -2.1509 -0.045 -0.065 -0.083
C 2.9459 4.3633 -0.0257 0.494 -0.308 0.130
O 3.0007 -1.8785 0.7846 -0.154 -0.146 0.043
H -1.5185 2.9037 -1.9246 -0.112 0.124 0.018
C 1.4633 -0.1218 0.0369 -0.137 0.056 -0.020
H 2.4524 -4.2506 1.4654 -0.056 -0.031 0.113
N -0.1275 1.5734 -0.5356 -0.014 0.103 0.076
H -2.2531 1.0130 1.5838 0.017 0.101 0.081
O 3.3245 2.1839 0.2293 0.065 -0.442 0.048
H 2.4682 -1.6878 -1.9857 0.000 0.084 -0.108
C -3.2907 -0.7885 2.1459 0.097 0.213 -0.019
C 2.8280 -2.6176 -1.5501 -0.016 0.104 0.360
H 3.7593 -4.3591 0.2893 0.121 -0.049 -0.031
H 0.7798 4.0872 -0.4835 -0.229 0.020 -0.047
H -3.6378 1.2654 2.6395 0.083 0.055 -0.010
C -2.3528 2.6151 -1.2883 0.084 0.142 -0.108
H 2.1374 -4.9298 -0.1409 -0.053 -0.107 -0.064
C -0.7942 -0.7150 -0.6050 0.727 0.810 0.359
N -2.3370 -2.6412 -1.2589 -0.093 -0.069 0.007
H 3.1261 0.0201 1.3789 0.019 -0.033 -0.199
C -1.6818 -1.7449 -0.9529 -0.397 -0.669 -0.356
C 2.8480 -0.5174 0.4668 0.440 0.268 0.012
H -5.1311 0.5382 0.6943 -0.106 0.043 -0.011
C 3.8743 3.4055 0.2557 -0.042 0.815 -0.076
C 0.8326 -2.5412 -0.0155 0.392 -0.030 0.073
```
Positions in Å, forces in eV/Å.

Properties
HOMO (Ha): -0.2903
HOMO-LUMO gap (Ha): 0.287
Strongest force on any atom (eV/Å): 1.3

Listed below, in e, are the natural (NBO) charges computed for each atom:
1. C 0.21
2. H 0.22
3. H 0.24
4. H 0.21
5. H 0.20
6. H 0.23
7. C -0.41
8. H 0.19
9. C -0.61
10. H 0.20
11. C 0.12
12. H 0.20
13. C 0.22
14. C -0.40
15. H 0.18
16. C 0.46
17. H 0.23
18. H 0.20
19. H 0.21
20. C 0.27
21. C -0.22
22. N -0.41
23. H 0.24
24. C -0.24
25. H 0.21
26. H 0.22
27. C -0.32
28. O -0.53
29. H 0.22
30. C -0.09
31. H 0.22
32. N -0.50
33. H 0.20
34. O -0.40
35. H 0.21
36. C -0.61
37. C -0.65
38. H 0.22
39. H 0.24
40. H 0.20
41. C -0.40
42. H 0.21
43. C -0.32
44. N -0.34
45. H 0.21
46. C 0.29
47. C -0.09
48. H 0.21
49. C 0.11
50. C -0.47